Entry 1:
DFT (wB97M-V/def2-TZVPD) results for a cluster of 14 separate species, C4H34O14S2 in total in a non-equilibrium geometry.

Summary:
Multiplicity: 2
Charge: +1
HOMO energy (spin up / spin down) in eV: -13.0 / -13.0
E_LUMO (spin up / spin down) in eV: -3.5587 / -7.8495
<S²>: 0.756
Relative energy (zero: lowest compared OMol25 entry of this formula, charge and spin) in eV: 2.757
Frontier orbital gap (spin up / spin down) in eV: 9.4 / 5.1

Each line ends with the Löwdin charge.
CARTESIAN COORDINATES (ANGSTROEM)
C (2.6191, 0.9622, 0.9061)  -0.21
C (3.1681, 0.0394, -0.2078)  -0.24
O (3.5478, -1.0500, 0.1256)  0.06
C (1.4015, 1.6692, 0.3983)  -0.47
S (0.0074, 0.5512, -0.0655)  0.75
S (-0.2898, -0.5457, 1.6317)  0.72
C (-0.8500, 0.6485, 2.9475)  -0.28
H (2.5785, 0.4306, 1.8604)  0.11
H (3.4521, 1.6122, 1.2020)  0.14
H (2.9598, 0.3555, -1.2582)  0.14
H (1.6059, 2.2902, -0.4789)  0.07
H (0.9654, 2.2484, 1.2041)  0.04
H (-0.0658, 1.3298, 3.2336)  0.05
H (-1.1276, 0.0438, 3.8113)  0.06
H (-1.7634, 1.0945, 2.5539)  0.02
H (1.3877, -2.6734, 2.8917)  -0.01
H (0.8917, -3.8214, 3.6261)  0.07
O (0.5304, -3.1157, 3.0511)  -0.11
H (-1.8574, -3.2367, -1.1092)  0.02
H (-0.7291, -3.3484, -2.4175)  0.04
O (-1.6122, -3.2549, -2.0523)  -0.06
H (4.0950, -1.9697, 2.4267)  0.04
H (3.5581, -3.3773, 2.0471)  0.03
O (3.5525, -2.7163, 2.7172)  -0.04
H (-2.7089, -1.8201, -3.0474)  0.04
H (-1.6272, -0.9032, -3.5278)  0.00
O (-2.6156, -0.9215, -3.4160)  -0.10
H (-1.9164, 3.2020, 0.2427)  0.02
H (-2.7113, 2.4402, 1.3305)  0.01
O (-2.4727, 3.3324, 1.0036)  -0.05
H (-0.9961, 2.3938, -2.7564)  0.03
H (0.2936, 3.1724, -2.5553)  0.07
O (-0.1328, 2.3214, -2.3455)  -0.09
H (0.5069, 4.5651, 2.2830)  0.08
H (-0.8667, 4.0526, 1.8078)  0.03
O (0.0393, 4.2140, 1.5023)  -0.08
H (-4.6162, 0.9792, 0.5965)  0.10
H (-3.3295, 0.8525, -0.2304)  0.02
O (-3.6354, 0.9536, 0.6676)  -0.05
H (-3.6157, 1.5959, -2.0632)  -0.01
H (-3.2331, 0.6335, -3.2814)  0.01
O (-3.4057, 1.5778, -2.9947)  -0.08
H (0.5180, -0.9304, -2.8481)  0.04
H (0.2142, -0.6590, -4.4150)  0.08
O (-0.0261, -1.1029, -3.6120)  -0.01
H (-1.3471, -3.4417, 1.3705)  0.01
H (-2.6698, -3.9180, 1.1552)  0.05
O (-1.8243, -3.9700, 0.7096)  -0.04
H (2.8370, -3.4427, -1.4507)  0.02
H (2.5801, -4.4100, -0.4453)  0.03
O (2.2668, -4.2191, -1.3483)  -0.05
H (1.4225, 5.1367, 0.2923)  0.02
H (2.7377, 4.4976, -0.1472)  0.03
O (1.9026, 4.8197, -0.4890)  -0.05

Entry 2:
DFT (wB97M-V/def2-TZVPD) results for the ion C3H8N3 with charge +1 in a non-equilibrium geometry.

Summary:
Charge: +1
HOMO energy in eV: -14.7
E_LUMO in eV: -3.6021
SMILES string: C/C=N/C(N)=[NH2+]
Relative energy (zero: lowest compared OMol25 entry of this formula, charge and spin) in eV: 1.640
Frontier orbital gap in eV: 11.1

Each line ends with the Löwdin charge.
CARTESIAN COORDINATES (ANGSTROEM)
C (2.5759, 0.0604, 0.2769)  0.00
C (1.1496, -0.0756, -0.3780)  -0.10
N (0.1054, 0.1479, 0.2536)  0.14
C (-1.2248, 0.0699, 0.0535)  -0.43
N (-1.8482, 1.1823, 0.0538)  0.21
N (-1.8993, -1.0973, 0.0750)  0.26
H (2.7679, 1.0661, 0.0739)  0.07
H (2.4660, -0.2475, 1.3289)  0.10
H (3.0960, -0.7152, -0.2034)  0.06
H (1.2314, -0.5470, -1.4242)  0.16
H (-1.4506, 2.0748, -0.1570)  0.14
H (-2.9012, 1.3241, -0.1366)  0.20
H (-1.3040, -1.8856, -0.0659)  0.13
H (-2.7641, -1.3572, 0.2496)  0.07

Entry 3:
DFT (wB97M-V/def2-TZVPD) results for the ion C4H9N2O with charge +1 in a non-equilibrium geometry.

Summary:
Charge: +1
HOMO energy in eV: -13.8
E_LUMO in eV: -3.5338
Relative energy (zero: lowest compared OMol25 entry of this formula, charge and spin) in eV: 3.739
Frontier orbital gap in eV: 10.3

Each line ends with the Löwdin charge.
CARTESIAN COORDINATES (ANGSTROEM)
C (-0.3014, 2.0816, -0.2593)  -0.30
C (-0.9743, 0.3709, 0.7207)  0.04
C (0.9689, 0.1771, -0.4983)  -0.12
C (-0.0227, -1.7444, 0.5487)  -0.03
N (0.7459, 1.5201, -0.8045)  0.13
N (-0.2706, -0.5402, -0.1368)  -0.20
O (-0.8974, 3.0602, -0.1996)  0.22
H (-0.9409, 0.3540, 1.7507)  0.09
H (-1.9956, 0.3349, 0.4241)  0.10
H (1.4001, -0.3669, -1.3698)  0.17
H (1.7647, 0.0154, 0.2199)  0.16
H (-0.9040, -2.3907, 0.5319)  0.12
H (0.7418, -2.3117, -0.0481)  0.13
H (0.3840, -1.5959, 1.6370)  0.17
H (1.1433, 1.8226, -1.6094)  0.14
H (-0.8416, -0.7871, -0.9073)  0.18

Entry 4:
DFT (wB97M-V/def2-TZVPD) results for a cluster of 4 separate species, C13H32FNO15P3 in total in a non-equilibrium geometry.

Summary:
Charge: -1
HOMO energy in eV: -3.8
E_LUMO in eV: -1.5667
Frontier orbital gap in eV: 2.2

Each line ends with the Löwdin charge.
CARTESIAN COORDINATES (ANGSTROEM)
O (-3.6320, -4.2796, -1.1367)  -0.05
C (-4.1436, -5.1927, -0.4204)  -0.14
C (-4.8332, -6.4058, -1.2445)  -0.19
N (-6.2352, -6.6705, -0.8193)  -0.04
C (-7.2252, -5.7630, -1.4688)  -0.24
F (-6.6487, -4.6351, -2.1430)  -0.05
C (-8.2977, -5.3387, -0.3196)  -0.55
O (-9.2325, -4.4872, -0.5266)  -0.12
O (-8.2101, -5.9102, 0.9260)  -0.21
H (-4.1557, -5.1306, 0.7177)  0.13
H (-4.2222, -7.3480, -0.9635)  0.12
H (-4.7087, -6.2132, -2.3731)  0.12
H (-6.4738, -7.6138, -1.1808)  0.11
H (-7.8233, -6.3444, -2.2673)  0.15
C (2.1299, -1.3460, -4.7905)  -0.15
O (1.0520, -1.7544, -3.9567)  -0.29
P (1.4811, -2.0201, -2.3127)  0.71
O (2.2199, -3.3124, -2.6374)  -0.29
O (-0.0776, -2.3462, -1.9072)  -0.26
C (-1.0843, -2.6564, -2.8586)  -0.10
O (1.9003, -2.1221, -0.6524)  -0.25
C (1.3109, -1.1415, 0.2032)  -0.14
H (1.7244, -1.0653, -5.7644)  0.08
H (2.6374, -0.4822, -4.3563)  0.07
H (2.8380, -2.1658, -4.9270)  0.08
H (-0.7529, -3.4330, -3.5544)  0.10
H (-1.3564, -1.7482, -3.4023)  0.09
H (-1.9587, -3.0197, -2.3243)  0.07
H (0.2390, -1.3277, 0.3148)  0.09
H (1.4870, -0.1406, -0.1951)  0.07
H (1.7792, -1.2200, 1.1871)  0.09
C (0.2232, 4.3910, -2.1732)  -0.14
O (-0.8403, 4.0140, -1.3043)  -0.29
P (-0.3952, 3.8651, 0.3484)  0.73
O (0.3430, 2.5634, 0.0651)  -0.28
O (-1.9479, 3.5318, 0.7716)  -0.26
C (-2.9534, 3.1785, -0.1648)  -0.10
O (0.0333, 3.7617, 2.0061)  -0.26
C (-0.5408, 4.7464, 2.8666)  -0.13
H (-0.1957, 4.5988, -3.1593)  0.09
H (0.7142, 5.2919, -1.8006)  0.08
H (0.9481, 3.5798, -2.2624)  0.08
H (-2.6145, 2.3847, -0.8367)  0.10
H (-3.2414, 4.0641, -0.7363)  0.09
H (-3.8204, 2.8202, 0.3847)  0.09
H (-1.6135, 4.5695, 2.9863)  0.08
H (-0.3586, 5.7465, 2.4692)  0.08
H (-0.0656, 4.6620, 3.8462)  0.09
C (6.0799, 0.3028, 3.8785)  -0.14
O (5.1164, 1.1617, 3.2769)  -0.29
P (5.3765, 2.8369, 3.5579)  0.71
O (4.9376, 2.7383, 5.0129)  -0.28
O (4.0972, 3.2442, 2.6093)  -0.27
C (3.0887, 2.3224, 2.2196)  -0.10
O (5.7465, 4.5058, 3.7169)  -0.25
C (6.1155, 5.1825, 2.5161)  -0.15
H (5.9076, -0.7129, 3.5182)  0.09
H (7.0887, 0.6113, 3.5977)  0.08
H (5.9744, 0.3137, 4.9649)  0.08
H (2.7020, 1.7634, 3.0769)  0.10
H (3.4980, 1.6389, 1.4718)  0.09
H (2.2699, 2.8785, 1.7722)  0.05
H (5.2489, 5.2909, 1.8572)  0.08
H (6.9173, 4.6417, 2.0095)  0.08
H (6.4735, 6.1795, 2.7823)  0.08

Entry 5:
DFT (wB97M-V/def2-TZVPD) results for an isolated molecule of C3H8ClP in a non-equilibrium geometry.

Summary:
Charge: 0
HOMO energy in eV: -8.1
E_LUMO in eV: 0.5243
SMILES string: C=P(C)(C)Cl
Relative energy (zero: lowest compared OMol25 entry of this formula, charge and spin) in eV: 2.404
Frontier orbital gap in eV: 8.7

Each line ends with the Löwdin charge.
CARTESIAN COORDINATES (ANGSTROEM)
C (-1.4010, 1.5695, 0.6962)  -0.21
P (-0.2624, 0.0779, -0.3340)  0.46
C (-0.3803, -1.5808, 0.2356)  -0.36
C (1.5922, 0.4625, -0.0098)  -0.25
Cl (-0.0904, -0.1806, -2.3645)  0.23
H (-1.1494, 2.5624, 0.1032)  -0.04
H (-2.4041, 1.3639, 0.2965)  -0.11
H (0.0185, -1.6787, 1.3019)  0.08
H (-1.4389, -1.9513, 0.3505)  0.05
H (-0.1327, -2.5123, -0.3865)  0.08
H (2.2344, 0.0399, -0.7751)  0.03
H (1.5831, 1.5273, -0.1113)  0.02
H (1.8310, 0.3003, 0.9973)  0.02

Entry 6:
DFT (wB97M-V/def2-TZVPD) results for an isolated molecule of C4H4O in a non-equilibrium geometry.

Summary:
Charge: 0
HOMO energy in eV: -10.5
E_LUMO in eV: 0.7923
SMILES string: C1[C@]23C[C@]12O3
Relative energy (zero: lowest compared OMol25 entry of this formula, charge and spin) in eV: 3.952
Frontier orbital gap in eV: 11.3

Each line ends with the Löwdin charge.
CARTESIAN COORDINATES (ANGSTROEM)
C (0.6329, -0.6066, -0.6915)  -0.05
C (-0.7570, -0.0722, -0.8706)  -0.19
C (-0.8754, 0.4020, 0.5820)  -0.01
C (-0.3744, -1.0377, 0.3245)  -0.17
O (-1.4452, -1.3059, -0.6238)  -0.02
H (1.3128, 0.1314, -0.1755)  0.12
H (1.0751, -1.3781, -1.3333)  0.12
H (-1.8562, 0.5410, 1.0375)  0.11
H (-0.0816, 1.0930, 0.8294)  0.09

Entry 7:
DFT (wB97M-V/def2-TZVPD) results for an isolated molecule of CH3ClO3S in a non-equilibrium geometry.

Summary:
Charge: 0
HOMO energy in eV: -11.1
E_LUMO in eV: -0.1422
SMILES string: COS(=O)(=O)Cl
Relative energy (zero: lowest compared OMol25 entry of this formula, charge and spin) in eV: 1.827
Frontier orbital gap in eV: 11.0

Each line ends with the Löwdin charge.
CARTESIAN COORDINATES (ANGSTROEM)
C (-0.1045, 0.2039, -0.1699)  -0.17
O (-1.2617, 0.5155, -0.8476)  -0.35
S (-2.5360, 0.4033, 0.1009)  0.44
O (-2.2020, 0.6994, 1.4555)  -0.33
O (-3.8656, 1.1454, -0.6228)  -0.41
Cl (-2.9708, -1.5387, 0.0710)  0.46
H (-0.4069, -0.5972, 0.6420)  0.10
H (0.1993, 1.1517, 0.3761)  0.11
H (0.6663, -0.0880, -1.0343)  0.15

Entry 8:
DFT (wB97M-V/def2-TZVPD) results for a structure of composition C2H2Au in a non-equilibrium geometry.

Summary:
Multiplicity: 4
Charge: +2
HOMO energy (spin up / spin down) in eV: -20.3 / -24.8
E_LUMO (spin up / spin down) in eV: -13.0178 / -17.1277
<S²>: 3.767
Frontier orbital gap (spin up / spin down) in eV: 7.3 / 7.7

Each line ends with the Löwdin charge.
CARTESIAN COORDINATES (ANGSTROEM)
H (-0.1291, -1.3422, 0.0461)  0.23
C (0.1693, -0.3914, 0.6431)  0.08
C (-0.7343, 0.1955, 0.0601)  0.35
H (-1.3508, 0.7972, -0.5939)  0.17
Au (2.0449, 0.7409, -0.1553)  1.17

Which value of charge does entry 3 give? +1

Look up the charge of the fifth one. 0

Among the records above, which one has the highest charge? C2H2Au